Record 1
C29H66BrClGaN8O8 | wB97M-V/def2-TZVPD

The geometry in XYZ format:
```
114
Properties=species:S:1:pos:R:3
C 4.733 0.045 1.107
C 3.526 0.182 1.675
Ga 2.163 -1.303 1.330
Br 3.359 -3.421 1.787
C 0.531 -1.260 2.554
C -0.492 -0.157 2.229
C -0.996 -0.168 0.779
Cl -1.274 -1.834 0.139
H 5.154 0.787 0.421
H 5.313 -0.862 1.266
H 3.319 1.062 2.291
H 1.841 -1.313 -0.229
H 0.809 -1.180 3.609
H 0.027 -2.223 2.450
H -0.140 0.841 2.501
H -1.372 -0.328 2.864
H -1.970 0.311 0.738
H -0.287 0.351 0.137
C 5.277 -4.938 4.764
O 6.471 -4.734 4.902
N 4.516 -5.632 5.641
C 3.099 -5.837 5.417
C 5.137 -6.181 6.829
H 4.698 -4.571 3.903
H 2.528 -5.403 6.242
H 2.885 -6.908 5.360
H 2.791 -5.363 4.486
H 5.579 -5.376 7.420
H 5.934 -6.871 6.545
H 4.395 -6.707 7.427
C 0.610 1.610 -3.461
O 1.156 1.551 -2.375
N -0.638 1.171 -3.707
C -1.255 1.270 -5.011
C -1.375 0.576 -2.603
H 1.107 2.040 -4.350
H -2.164 1.873 -4.945
H -1.515 0.272 -5.373
H -0.573 1.736 -5.720
H -1.468 1.302 -1.795
H -0.827 -0.288 -2.228
H -2.365 0.265 -2.929
C -3.945 1.999 3.479
O -3.809 1.353 2.451
N -4.457 1.526 4.622
C -4.593 2.351 5.802
C -4.896 0.137 4.677
H -3.647 3.060 3.541
H -4.018 1.916 6.623
H -5.644 2.406 6.093
H -4.226 3.357 5.607
H -4.053 -0.518 4.453
H -5.671 -0.027 3.926
H -5.284 -0.092 5.657
C 5.226 1.311 -4.413
O 5.975 1.720 -5.290
N 5.043 0.025 -4.091
C 4.127 -0.383 -3.038
C 5.785 -0.989 -4.823
H 4.617 1.998 -3.798
H 4.673 -0.926 -2.265
H 3.358 -1.034 -3.458
H 3.649 0.486 -2.590
H 6.856 -0.814 -4.697
H 5.541 -0.918 -5.879
H 5.530 -1.979 -4.454
C 4.281 4.805 0.240
O 5.373 5.255 0.542
N 3.844 4.634 -1.022
C 2.527 4.096 -1.325
C 4.723 5.001 -2.116
H 3.544 4.495 1.000
H 2.626 3.186 -1.911
H 1.961 4.835 -1.900
H 1.985 3.867 -0.410
H 5.647 4.424 -2.057
H 4.977 6.061 -2.046
H 4.233 4.806 -3.067
C 4.984 -0.710 -8.459
O 4.645 -1.509 -7.606
N 5.831 -0.982 -9.472
C 6.200 0.016 -10.455
C 6.387 -2.319 -9.574
H 4.618 0.330 -8.465
H 5.907 -0.322 -11.452
H 7.281 0.172 -10.434
H 5.704 0.960 -10.241
H 5.581 -3.047 -9.678
H 6.946 -2.556 -8.668
H 7.047 -2.381 -10.437
C -7.013 2.022 1.674
O -7.875 2.098 2.537
N -7.214 2.260 0.363
C -6.139 2.147 -0.603
C -8.541 2.637 -0.087
H -5.975 1.745 1.905
H -5.989 3.108 -1.102
H -6.392 1.392 -1.351
H -5.214 1.858 -0.106
H -8.854 3.555 0.414
H -9.254 1.850 0.166
H -8.537 2.792 -1.163
C -7.262 -2.154 5.301
O -6.337 -1.869 6.038
N -8.547 -1.806 5.510
C -9.603 -2.173 4.589
C -8.877 -1.036 6.696
H -7.115 -2.732 4.374
H -10.084 -1.272 4.202
H -10.348 -2.782 5.106
H -9.198 -2.742 3.755
H -8.328 -0.094 6.688
H -8.588 -1.594 7.588
H -9.945 -0.835 6.722
```

Summary:
* calculated total energy: -194386.053 eV
* net charge: -1
* gap between HOMO and LUMO: 5.6264 eV
* spin multiplicity: 1

These are the Mulliken partial charges, in e, on atoms 1 to 8: -0.610, -0.356, -0.031, -0.625, -1.091, -0.174, 0.103, -0.245

---

Record 2
C29H67Cl2N9O9 | wB97M-V/def2-TZVPD

The geometry in XYZ format:
```
116
Properties=species:S:1:pos:R:3
C 0.806 -0.994 -0.501
N 0.434 0.151 0.279
C -0.205 1.254 -0.138
C -0.640 1.282 -1.584
O -0.309 2.260 0.566
H 0.939 -1.858 0.154
H 1.752 -0.912 -1.044
H 0.016 -1.334 -1.165
H 0.750 0.124 1.238
H 0.145 0.941 -2.265
H -0.817 2.305 -1.911
H -1.522 0.663 -1.752
C -3.672 4.621 4.072
N -2.943 3.380 4.171
C -1.635 3.233 3.918
C -0.965 1.911 4.257
O -0.939 4.113 3.431
H -4.371 4.599 3.232
H -3.009 5.471 3.933
H -4.247 4.813 4.978
H -3.400 2.629 4.658
H -0.347 1.997 5.151
H -0.285 1.666 3.444
H -1.721 1.139 4.430
C -4.094 1.420 1.068
N -3.169 2.543 0.944
C -3.489 3.731 0.392
C -2.426 4.809 0.398
O -4.606 3.941 -0.075
H -4.477 1.345 2.088
H -3.557 0.512 0.793
H -4.926 1.622 0.392
H -2.209 2.250 1.115
H -2.677 5.540 -0.368
H -1.488 4.349 0.087
H -2.380 5.278 1.377
C -1.854 -7.925 0.001
N -1.419 -6.926 0.945
C -0.440 -6.008 0.770
C -0.303 -5.009 1.895
O 0.257 -5.913 -0.228
H -2.938 -8.040 0.018
H -1.440 -8.903 0.265
H -1.552 -7.676 -1.013
H -1.952 -6.863 1.794
H 0.181 -4.117 1.502
H 0.208 -5.412 2.768
H -1.275 -4.604 2.197
C 6.110 1.370 -1.254
N 4.906 1.126 -2.022
C 4.311 2.068 -2.763
C 3.051 1.727 -3.497
O 4.800 3.190 -2.889
H 6.972 1.513 -1.902
H 6.240 0.492 -0.620
H 5.943 2.222 -0.595
H 4.522 0.186 -1.992
H 3.136 2.055 -4.532
H 2.185 2.221 -3.053
H 2.804 0.662 -3.570
C 6.667 -3.555 -1.902
N 5.850 -3.388 -0.717
C 4.919 -2.410 -0.594
C 4.180 -2.270 0.693
O 4.625 -1.702 -1.561
H 6.221 -4.247 -2.615
H 7.622 -3.971 -1.580
H 6.851 -2.596 -2.375
H 5.947 -4.009 0.066
H 4.717 -2.710 1.533
H 3.169 -2.664 0.624
H 4.047 -1.199 0.843
C 3.044 -0.062 4.612
N 1.792 -0.826 4.662
C 1.271 -1.462 3.600
C -0.109 -2.017 3.764
O 1.848 -1.597 2.527
H 2.989 0.618 3.767
H 3.875 -0.763 4.561
H 3.129 0.491 5.544
H 1.275 -0.848 5.521
H -0.288 -3.068 3.990
H -0.554 -1.856 2.777
H -0.738 -1.489 4.484
C -4.117 -1.226 -2.445
N -4.786 -1.745 -1.256
C -6.057 -1.527 -0.896
C -6.866 -0.556 -1.758
O -6.561 -2.016 0.105
H -4.589 -1.599 -3.354
H -3.086 -1.571 -2.448
H -4.101 -0.136 -2.432
H -4.213 -2.288 -0.626
H -6.560 -0.488 -2.802
H -7.020 0.411 -1.284
H -7.894 -0.922 -1.864
C 0.897 7.231 -4.090
N 1.202 6.500 -2.883
C 1.176 5.156 -2.804
C 1.626 4.592 -1.464
O 0.910 4.426 -3.749
H 0.714 6.561 -4.926
H 1.746 7.854 -4.370
H -0.012 7.830 -4.018
H 1.493 7.012 -2.072
H 1.863 5.378 -0.744
H 2.485 3.932 -1.564
H 0.818 4.015 -1.009
Cl -0.267 -2.278 -3.552
C -0.380 -3.921 -2.826
C -1.674 -4.174 -2.085
Cl -1.904 -3.267 -0.551
H 0.534 -4.049 -2.254
H -0.303 -4.603 -3.671
H -1.665 -5.224 -1.803
H -2.526 -3.938 -2.717
```

Summary:
* calculated total energy: -88047.560 eV
* gap between HOMO and LUMO: 8.9350 eV
* SMILES: CNC(C)=O.CNC(C)=O.CNC(C)=O.CNC(C)=O.CNC(C)=O.CNC(C)=O.CNC(C)=O.CNC(C)=O.CNC(C)=O.ClCCCl
* relative energy (zero: lowest compared OMol25 entry of this formula, charge and spin): 0.0 kJ/mol
* spin multiplicity: 1

These are the Mulliken partial charges, in e, on atoms 1 to 8: 0.309, 0.663, 0.791, -0.743, -0.731, -0.443, -0.077, -0.126

---

Record 3
C29H67N9O11Tl | wB97M-V/def2-TZVPD

The geometry in XYZ format:
```
117
Properties=species:S:1:pos:R:3
Tl 0.014 -3.241 0.439
O 0.150 -1.134 -1.006
C -0.267 -0.078 -0.439
C -0.330 0.073 1.227
O -0.815 -0.892 1.846
H -1.329 0.103 -0.715
H 0.296 0.777 -0.852
H -0.906 0.990 1.447
H 0.698 0.251 1.603
C 4.978 -3.561 0.733
C 4.011 -2.407 0.567
O 2.862 -2.566 0.187
N 4.550 -1.186 0.813
C 3.842 0.045 0.520
H 5.038 -3.893 1.768
H 5.975 -3.215 0.449
H 4.725 -4.383 0.072
H 5.500 -1.132 1.132
H 4.166 0.487 -0.424
H 3.961 0.768 1.330
H 2.768 -0.129 0.458
C 1.807 2.209 -2.658
C 2.300 3.626 -2.689
O 1.666 4.478 -2.067
N 3.427 3.914 -3.379
C 3.968 5.245 -3.474
H 0.721 2.205 -2.608
H 2.117 1.754 -1.707
H 2.139 1.563 -3.471
H 3.986 3.111 -3.617
H 3.240 6.003 -3.217
H 4.291 5.464 -4.494
H 4.878 5.334 -2.875
C -5.721 2.568 -1.676
C -4.481 3.242 -1.160
O -4.538 4.145 -0.341
N -3.282 2.748 -1.581
C -2.025 3.172 -0.989
H -5.569 1.641 -2.231
H -6.229 3.251 -2.362
H -6.419 2.423 -0.855
H -3.272 2.037 -2.287
H -1.275 2.526 -1.452
H -2.035 2.927 0.078
H -1.748 4.211 -1.136
C -2.858 -2.370 4.572
C -3.380 -0.968 4.714
O -4.265 -0.701 5.498
N -2.765 -0.020 3.953
C -3.224 1.341 3.819
H -2.621 -2.778 5.551
H -1.938 -2.410 3.978
H -3.541 -3.035 4.048
H -1.944 -0.272 3.425
H -3.641 1.532 2.824
H -2.434 2.052 4.066
H -4.031 1.548 4.519
C -4.517 -4.729 1.025
C -3.827 -3.388 1.019
O -2.657 -3.279 1.385
N -4.603 -2.317 0.763
C -4.084 -0.972 0.789
H -5.559 -4.637 0.720
H -4.475 -5.163 2.021
H -3.983 -5.386 0.340
H -5.579 -2.450 0.567
H -3.102 -0.949 0.318
H -4.016 -0.558 1.794
H -4.760 -0.330 0.221
C 1.185 3.293 1.740
C 2.694 3.400 1.740
O 3.353 3.085 2.722
N 3.235 3.946 0.636
C 4.645 4.284 0.569
H 0.774 2.750 0.882
H 0.708 4.268 1.803
H 0.916 2.704 2.619
H 2.757 4.062 -0.246
H 4.786 5.152 -0.072
H 5.186 3.502 0.010
H 5.086 4.302 1.557
C 3.458 -2.783 4.188
C 2.209 -2.376 3.458
O 1.569 -3.197 2.801
N 1.884 -1.075 3.450
C 2.533 0.037 4.117
H 4.296 -2.133 3.930
H 3.643 -3.844 4.098
H 3.316 -2.557 5.253
H 1.104 -0.826 2.879
H 3.197 -0.152 4.957
H 1.784 0.711 4.533
H 3.145 0.565 3.382
C -4.245 -3.284 -2.663
C -2.854 -2.833 -2.293
O -2.152 -3.570 -1.602
N -2.401 -1.649 -2.743
C -3.116 -0.715 -3.587
H -4.252 -4.371 -2.657
H -4.547 -2.931 -3.648
H -4.947 -2.974 -1.889
H -1.464 -1.416 -2.444
H -2.658 0.268 -3.505
H -4.151 -0.604 -3.258
H -3.130 -1.059 -4.620
C 0.318 -1.104 -4.987
C 1.692 -1.613 -4.602
O 2.334 -2.330 -5.335
N 2.088 -1.297 -3.344
C 3.376 -1.702 -2.828
H -0.390 -1.909 -4.786
H 0.213 -0.864 -6.041
H 0.105 -0.201 -4.406
H 1.532 -0.812 -2.659
H 4.098 -0.876 -2.762
H 3.776 -2.526 -3.409
H 3.286 -1.979 -1.776
```

Summary:
* calculated total energy: -71781.020 eV
* net charge: +1
* gap between HOMO and LUMO: 4.3820 eV
* spin multiplicity: 1

These are the Mulliken partial charges, in e, on atoms 1 to 8: 1.439, -0.610, 1.679, -0.382, 0.111, 0.216, -1.572, 0.005

---

Record 4
C29H68O19 | wB97M-V/def2-TZVPD

The geometry in XYZ format:
```
116
Properties=species:S:1:pos:R:3
C -3.888 -0.726 -4.420
O -4.608 -1.271 -3.277
C -3.915 -1.967 -2.359
O -2.690 -2.061 -2.378
O -4.691 -2.355 -1.306
C -6.067 -1.961 -1.314
H -3.012 -1.369 -4.507
H -3.556 0.288 -4.196
H -4.399 -0.570 -5.370
H -6.308 -0.918 -1.518
H -6.474 -2.180 -0.327
H -6.650 -2.522 -2.045
C 2.196 4.958 -0.267
O 2.208 4.489 -1.578
C 2.465 5.296 -2.571
O 2.677 6.518 -2.511
O 2.333 4.613 -3.710
C 2.329 5.221 -5.029
H 1.464 5.765 -0.309
H 3.113 5.458 0.044
H 1.736 4.311 0.480
H 1.408 4.838 -5.468
H 3.176 4.787 -5.560
H 2.206 6.304 -5.007
C -5.716 1.868 -1.938
O -4.407 1.781 -2.454
C -3.507 2.749 -2.069
O -3.763 3.763 -1.424
O -2.344 2.537 -2.710
C -1.274 3.311 -2.315
H -5.554 1.884 -0.860
H -6.244 0.960 -2.229
H -6.355 2.672 -2.302
H -0.418 2.660 -2.491
H -1.143 3.581 -1.266
H -1.209 4.219 -2.915
C 6.437 -0.159 2.304
O 6.852 -0.402 1.003
C 5.794 -0.877 0.124
C 5.366 -2.348 0.471
O 4.473 -2.375 1.584
C 3.174 -2.805 1.149
H 5.429 0.256 2.311
H 7.074 0.580 2.789
H 6.241 -0.897 3.082
H 6.154 -0.938 -0.903
H 4.927 -0.219 0.186
H 6.237 -2.950 0.731
H 4.934 -2.848 -0.396
H 2.547 -2.872 2.039
H 3.164 -3.782 0.667
H 2.836 -1.994 0.503
C 3.388 -0.794 -2.491
O 4.056 -1.991 -2.966
C 3.228 -3.112 -3.365
C 2.484 -2.924 -4.730
O 1.401 -1.878 -4.686
C 0.271 -2.124 -3.837
H 2.675 -0.359 -3.192
H 4.119 0.012 -2.426
H 2.796 -0.922 -1.585
H 2.613 -3.497 -2.552
H 3.934 -3.934 -3.481
H 2.146 -3.934 -4.962
H 3.154 -2.604 -5.528
H -0.539 -1.414 -4.010
H 0.549 -2.158 -2.784
H -0.282 -3.038 -4.056
C 1.361 -5.471 2.955
O 0.730 -4.306 3.474
C 1.252 -3.949 4.774
C 0.570 -2.745 5.406
O -0.865 -2.910 5.492
C -1.682 -1.863 6.151
H 1.017 -5.710 1.949
H 1.304 -6.394 3.533
H 2.430 -5.341 2.782
H 2.318 -3.724 4.766
H 1.207 -4.725 5.539
H 0.756 -1.885 4.763
H 0.993 -2.594 6.398
H -1.469 -0.906 5.676
H -1.374 -1.785 7.194
H -2.718 -2.190 6.057
C 1.462 1.295 -0.089
O 0.777 0.708 -1.158
C -0.586 0.182 -0.977
C -0.661 -0.904 0.109
O -0.503 -0.412 1.462
C -0.674 -1.368 2.500
H 0.845 2.026 0.435
H 2.350 1.842 -0.407
H 1.752 0.500 0.598
H -0.740 -0.188 -1.991
H -1.400 0.899 -0.871
H 0.104 -1.657 -0.078
H -1.698 -1.241 0.092
H 0.037 -2.149 2.766
H -1.659 -1.823 2.404
H -0.863 -0.784 3.401
C -5.830 3.062 3.085
O -4.537 2.628 3.230
C -3.868 2.491 1.914
C -2.533 1.957 2.250
O -1.676 3.063 2.632
C -0.529 2.921 3.376
H -5.886 3.958 2.467
H -6.226 3.193 4.092
H -6.417 2.237 2.682
H -3.834 3.418 1.341
H -4.358 1.707 1.337
H -2.140 1.382 1.412
H -2.601 1.236 3.065
H 0.120 2.433 2.649
H -0.556 2.299 4.271
H -0.252 3.956 3.578
```

Summary:
* calculated total energy: -70068.140 eV
* gap between HOMO and LUMO: 9.6695 eV
* SMILES: COC(=O)OC.COC(=O)OC.COC(=O)OC.COCCOC.COCCOC.COCCOC.COCCOC.COCCOC
* relative energy (zero: lowest compared OMol25 entry of this formula, charge and spin): 168.0 kJ/mol
* spin multiplicity: 1

These are the Mulliken partial charges, in e, on atoms 1 to 8: -0.425, -0.338, 0.828, -0.513, -0.318, -0.389, 0.260, 0.035

---

> Number 2 is which compound?

C29H67Cl2N9O9